Density functional theory data (the ωB97M-V functional and the def2-TZVPD basis) for 4 unconnected molecules or ions with the total composition C3H16NO3.

```
23
Properties=species:S:1:pos:R:3:nbo_charge:R:1
C 1.897 -1.259 0.758 -0.65
C 1.835 -0.407 -0.484 -0.23
N 0.463 0.155 -0.637 -0.54
C 0.477 1.506 -1.276 -0.41
H 1.739 -2.334 0.604 0.23
H 2.817 -1.239 1.325 0.25
H 1.041 -0.987 1.361 0.23
H 2.547 0.417 -0.392 0.22
H 2.143 -0.925 -1.385 0.22
H -0.015 0.199 0.272 0.47
H -0.043 -0.455 -1.296 0.47
H 0.901 2.235 -0.600 0.23
H -0.535 1.769 -1.550 0.23
H 1.084 1.464 -2.156 0.22
H -1.581 0.675 1.983 0.52
H -0.401 0.199 2.847 0.50
O -0.665 0.329 1.928 -1.00
H -0.709 -2.661 -2.460 0.50
H -1.881 -2.074 -1.633 0.50
O -0.992 -1.893 -1.953 -0.97
H -3.264 2.452 1.991 0.50
H -3.827 1.181 1.243 0.50
O -3.029 1.654 1.509 -0.97
```

Values from the calculation:
**Net charge**: +1
**E**: -404.15720 Eh
**Energy above the lowest of the compared OMol25 structures with the same formula, charge and spin**: 0.188 eV
**Kohn-Sham gap**: 12.7 eV
**HOMO level**: -15.3578 eV
**E_LUMO**: -0.099 Ha